Entry 1:
Density functional theory data (the ωB97M-V functional and the def2-TZVPD basis) for a 3-piece molecular cluster, C3H12N2O2 overall at a distorted geometry.

Calculated values
Energy above the lowest of the compared OMol25 structures with the same formula, charge and spin (kcal/mol): 37.36
F_max (Eh/bohr): 0.034
HOMO level (alpha / beta) (hartree): -0.511 / -0.511
DFT total energy (Ha): -381.1532
HOMO-LUMO gap (alpha / beta) (eV): 8.63 / 7.89

Geometry as ORCA input:
```
! RIJCOSX wB97M-V def2-TZVPD def2/J DEFGRID3
* xyz 1 2
N 0.256 0.166 -0.977
H 0.668 1.732 3.007
C -0.186 1.817 2.334
C -0.246 0.664 1.408
O 2.839 -0.528 -4.169
H -0.985 -0.594 2.694
H 3.386 -0.620 -4.961
H -2.138 -1.517 -0.043
H -1.046 1.765 2.995
H -0.169 2.760 1.798
H -1.484 1.224 -0.235
H 0.362 -0.816 -0.938
H 1.171 0.606 -0.996
H -1.569 -2.730 -0.812
C -0.536 0.759 0.016
H 1.947 -0.524 -4.525
N -0.250 -0.522 1.993
H -0.382 -1.307 1.345
O -1.638 -2.333 0.066
*
```

***

Entry 2:
Density functional theory data (the ωB97M-V functional and the def2-TZVPD basis) for a 2-piece molecular cluster, C3H12N2O2Si overall at a distorted geometry.

Calculated values
Energy above the lowest of the compared OMol25 structures with the same formula, charge and spin (kcal/mol): 0.00
F_max (Eh/bohr): 0.079
HOMO level (hartree): -0.313
DFT total energy (Ha): -670.9908
HOMO-LUMO gap (eV): 9.22

Geometry as ORCA input:
```
! RIJCOSX wB97M-V def2-TZVPD def2/J DEFGRID3
* xyz 0 1
H -0.417 -2.193 -0.865
H 2.277 -1.048 1.672
H -2.581 0.384 2.315
H 1.494 1.073 -1.770
N -0.754 -1.232 -0.892
O 0.148 1.305 -0.333
Si -0.059 -0.227 0.292
H -1.267 1.622 2.552
H 1.246 2.731 -1.309
N 2.270 -1.085 0.697
H -0.171 -0.384 -2.835
H 2.233 -2.085 0.554
C -1.530 0.507 2.634
H -1.890 -0.082 -2.190
H 2.228 1.728 -0.201
C 1.323 1.749 -0.900
O -0.695 -0.265 1.857
H -1.399 0.120 3.659
C -1.048 -0.867 -2.261
H -1.409 -1.750 -2.676
*
```

***

Entry 3:
Density functional theory data (the ωB97M-V functional and the def2-TZVPD basis) for a 3-piece molecular cluster, C3H12N2O3 overall at a distorted geometry.

Calculated values
Energy above the lowest of the compared OMol25 structures with the same formula, charge and spin (kcal/mol): 30.04
F_max (Eh/bohr): 0.070
HOMO level (alpha / beta) (hartree): -0.495 / -0.495
DFT total energy (Ha): -456.3923
HOMO-LUMO gap (alpha / beta) (eV): 9.73 / 4.88

Geometry as ORCA input:
```
! RIJCOSX wB97M-V def2-TZVPD def2/J DEFGRID3
* xyz 1 2
H 0.548 -1.173 1.004
H -2.536 3.111 -0.876
C -2.142 2.333 0.980
H -2.644 1.360 -0.699
N -0.501 0.532 0.960
O 0.359 2.621 1.114
O 5.342 -1.593 1.330
H 5.085 -0.755 1.735
H -2.648 1.487 1.565
H -1.149 -5.101 -4.564
O -0.930 -4.195 -4.801
H 1.284 -0.003 2.043
C -0.566 1.901 0.955
H -1.335 -0.042 0.843
H 1.525 0.377 0.410
H -2.147 3.320 1.448
N -2.727 2.297 -0.317
H 4.565 -2.146 1.189
C 0.781 -0.123 1.059
H -0.162 -4.209 -5.377
*
```